Molecular formula: C60H52BN2O19P
Method: DFT, wB97M-V/def2-TZVPD

Properties
frontier orbital gap = 6.413 eV
SMILES = CCN(CCB[PH2]=N)C(C)=O.O=C1C=CC(=O)C=C1.O=C1C=CC(=O)C=C1.O=C1C=CC(=O)C=C1.O=C1C=CC(=O)C=C1.O=C1C=CC(=O)C=C1.O=C1C=CC(=O)C=C1.O=C1C=CC(=O)C=C1.O=C1C=CC(=O)C=C1.O=C1C=CC(=O)C=C1

Each line ends with the Löwdin charge.
Atoms and positions in Å:
C (0.3983, 8.2940, -3.6444)  0.0212
C (1.0647, -1.6942, 7.4380)  0.0283
C (-4.5661, 0.2139, 0.1727)  0.0399
H (0.8339, -4.8426, 2.9895)  0.0961
H (-1.6228, -2.4375, -6.3045)  0.1251
H (5.6006, -3.8444, 6.2520)  0.1023
H (-1.7278, -1.3300, 1.5375)  0.0837
H (-0.5117, 5.7524, 0.0019)  0.0719
C (-0.0922, 9.4648, -4.0404)  0.0287
C (1.3173, -4.9954, -1.2020)  0.0365
H (0.4325, 1.7131, -4.3508)  0.0872
O (-0.3788, -6.1985, 1.6690)  0.0899
C (7.5777, -5.9637, 4.2874)  0.0201
C (1.1893, 0.6156, 8.4810)  0.0236
C (7.6846, -4.1404, 6.4926)  0.0250
O (1.2897, 0.2725, 6.1566)  0.0981
C (-8.7896, -2.0531, -0.4112)  0.0209
C (0.0219, -1.6515, -5.2266)  0.0275
H (-6.2530, -0.8093, -0.5804)  0.0921
C (0.9604, -1.3937, 9.8715)  -0.3852
C (-1.8504, -0.2780, -6.0213)  -0.3804
O (-8.6604, 0.2937, -0.4220)  0.1007
O (0.3610, -4.4692, -3.2722)  0.0955
C (-3.4215, -2.3457, 0.7865)  0.0267
O (-0.4312, -2.7475, 2.2106)  0.0812
C (4.8879, -1.5878, -4.4262)  0.0162
O (-5.4184, -3.2186, -0.1099)  0.0892
C (5.3299, -0.5438, -2.1553)  0.0168
H (2.0563, 2.9497, -3.2213)  -0.0039
H (4.8510, -1.4571, -5.4998)  0.1244
H (3.0802, 1.8547, -1.5642)  -0.0287
C (-1.1214, 3.7048, -2.1029)  -0.2234
C (8.9065, -4.8300, 6.0103)  -0.3880
O (5.5368, 0.6596, -4.1664)  0.1078
H (2.9754, -4.7368, 4.2874)  0.1061
H (0.4162, 0.5627, -1.4069)  0.0413
O (4.0589, -2.4905, 4.9941)  0.0988
H (9.6623, -6.2536, 4.5261)  0.1216
C (-0.0511, 0.8480, -4.7876)  0.0166
O (2.2336, 7.0732, -2.8675)  0.1006
C (1.1411, -5.4373, 0.0394)  0.0291
C (-2.2379, 5.1400, -4.3382)  0.0106
O (-11.4856, -4.0234, -1.6043)  0.1080
H (-12.3415, -1.6210, -2.0694)  0.1215
C (-11.3612, -1.6734, -1.6135)  0.0212
C (2.1752, 10.5388, -3.6324)  0.0239
H (-1.9739, -5.2104, -2.3790)  0.1229
H (-11.0112, 0.4142, -1.5153)  0.1218
B (0.3789, 1.7558, -1.4160)  -0.2317
C (0.5926, -2.6755, 2.8651)  -0.3531
C (-9.4966, -3.1396, -0.7071)  0.0324
C (0.1834, -4.8922, -2.1494)  -0.3722
C (-2.3271, 5.6352, -1.1739)  -0.2059
H (-1.7725, 1.9910, -1.0661)  0.0818
C (-0.2022, -5.8376, 0.5247)  -0.3830
O (5.2813, -5.4722, 4.2440)  0.0938
C (2.3161, -1.3119, 3.9393)  0.0071
H (5.6136, 0.3384, -1.5955)  0.1202
H (-4.9228, 1.2166, -0.0298)  0.1294
H (-1.1488, 3.2002, -3.0666)  0.0949
H (-0.2000, 7.3950, -3.6139)  0.0881
H (-0.2857, 4.4020, -2.1493)  0.0993
H (7.8157, -3.4689, 7.3314)  0.1225
C (1.2932, -3.9087, 3.2910)  0.0259
C (2.6638, 9.3660, -3.2378)  0.0243
C (-2.7073, -1.2639, 1.0833)  0.0275
H (4.3128, -3.6261, -4.3954)  0.1240
H (-1.8745, 6.4011, -1.8105)  0.1061
H (3.6902, 9.2385, -2.9187)  0.1236
C (-10.6521, -0.5877, -1.3179)  0.0207
O (-4.2852, 4.5724, -3.2696)  0.0869
C (-0.8782, 2.5950, -1.0670)  -0.1895
C (0.7601, 10.6818, -4.0654)  -0.3844
C (-9.3107, -0.6943, -0.6923)  -0.3803
H (1.0605, -2.2927, 6.5361)  0.1115
C (4.6019, -2.7448, -3.8374)  0.0220
H (-1.9516, 6.2854, 0.8061)  0.0750
C (-3.0653, 4.6624, -3.1579)  -0.4564
C (2.4313, -3.8534, 3.9792)  0.0330
H (-1.7478, 1.8606, -5.5529)  0.1121
C (5.0433, -1.7015, -1.5673)  0.0239
H (0.6529, -0.4850, 2.9218)  0.1275
H (2.7715, -0.3766, 4.2262)  0.1164
H (0.8664, -3.3032, 8.8008)  0.1242
C (1.1861, -1.3727, 3.2401)  0.0307
H (-1.1198, 9.5913, -4.3570)  0.1237
H (-3.0607, -3.3474, 0.9862)  0.1128
H (-2.8437, 5.7348, -5.0020)  0.0887
H (7.4470, -6.6373, 3.4499)  0.1209
H (5.0746, -1.8322, -0.4929)  0.1212
C (1.0838, 0.0748, 9.6914)  0.0234
O (4.3773, -3.9443, -1.8263)  0.0796
C (-1.5618, 5.5262, 0.1357)  -0.0640
H (-1.9272, 4.2488, -4.8757)  0.0684
C (8.7595, -5.7593, 4.8613)  0.0206
H (2.1267, 4.8673, -1.5920)  -0.0772
H (2.7755, 11.4390, -3.6581)  0.1227
H (2.2786, -4.6729, -1.5789)  0.0925
H (1.0820, 0.6695, 10.5959)  0.1229
C (-1.1601, -5.3001, -1.6705)  0.0263
O (-2.5577, 1.0774, 1.0530)  0.0945
C (0.9591, -2.2356, 8.6478)  0.0287
C (-10.8393, -3.0360, -1.3324)  -0.3853
C (-1.3381, -5.7401, -0.4281)  0.0233
C (-4.7606, -2.2333, 0.1626)  -0.3787
C (0.6577, -0.4476, -4.6347)  -0.3721
C (5.2740, -0.3946, -3.6325)  -0.3907
C (1.8118, 8.1537, -3.2183)  -0.3790
H (-3.3431, 5.9342, -0.9488)  0.1180
C (1.1907, -0.2254, 7.2586)  -0.3664
N (2.0774, 4.0810, -0.9561)  -0.3190
H (0.5540, -2.5859, -5.0988)  0.1090
H (-9.1326, -4.1399, -0.5106)  0.1256
O (0.8627, -1.8866, 10.9727)  0.1126
H (1.9549, -5.5078, 0.7506)  0.1223
C (-1.1408, -1.5723, -5.8679)  0.0296
H (-7.8133, -2.1121, 0.0475)  0.0917
C (6.3559, -5.2725, 4.7706)  -0.3704
O (9.9839, -4.6447, 6.5321)  0.1074
H (-0.6883, 3.0024, -0.0774)  0.0969
O (0.3180, 11.7503, -4.4229)  0.1116
C (-5.2776, -0.8711, -0.1201)  0.0225
C (4.6545, -2.8907, -2.3635)  -0.3747
C (3.0262, -2.5473, 4.3590)  -0.3758
H (1.2799, 1.6832, 8.3269)  0.1228
O (-2.9076, -0.2029, -6.6066)  0.1167
H (-1.7091, 4.5748, 0.6214)  0.0678
H (-2.3093, -6.0328, -0.0489)  0.1242
O (1.7170, -0.5162, -4.0469)  0.0941
C (-1.2133, 0.9272, -5.4292)  0.0338
H (-1.3359, 5.6504, -4.0313)  0.0516
N (-2.4265, 4.3531, -1.9142)  -0.0727
P (2.0099, 2.7461, -1.8211)  0.7047
C (-3.2243, 0.0963, 0.7984)  -0.3691
C (6.5008, -4.3407, 5.9188)  0.0224